Entry 1:
Density functional theory data (ωB97M-V/def2-TZVPD) for a structure of composition C33H45BBrCaCl3FKMgN4NaO5S4 in a non-equilibrium geometry.

Geometry as XYZ:
```
101
Properties=species:S:1:pos:R:3:forces:R:3
C -2.00159 -3.85907 -4.17929 0.12 -0.57 0.06
C -2.21846 -3.04635 -3.32999 -0.66 0.44 0.60
C -2.52820 -2.09724 -2.23463 0.71 -0.92 -0.06
C -1.35029 -1.20921 -1.91148 -0.20 -0.25 0.19
C -0.18860 -1.79658 -1.44425 0.37 0.66 -0.15
N -0.15046 -3.20803 -1.22877 0.11 0.34 -0.09
C 0.91358 -0.95117 -1.20368 1.63 -0.28 -0.46
C 2.18844 -1.61005 -0.64656 -1.41 -0.07 0.97
O 1.78799 -2.20257 0.60417 0.14 0.63 -0.21
C 1.28110 -1.19581 1.49123 -0.13 -0.38 2.06
C -0.23953 -1.34888 1.72343 0.26 0.62 -0.94
O -0.70074 -0.66698 2.90543 -0.29 -0.84 -0.72
C -2.13246 -0.75152 2.88561 -0.72 0.80 -0.24
C -2.73862 0.64186 2.55915 0.38 -0.65 1.30
O -4.17823 0.60828 2.55182 0.85 -0.22 -0.75
C -4.71582 0.51425 1.27993 -1.34 -0.58 -0.38
C -5.57020 1.73303 0.85265 -0.57 -0.35 -0.62
C 0.88666 0.43157 -1.42802 -0.82 -1.11 -0.05
C -0.34768 0.96886 -1.85240 1.64 0.94 0.57
C -1.43851 0.17194 -2.08122 -1.74 -0.16 -0.43
S -2.97447 0.96345 -2.56903 0.06 0.52 0.69
S -0.43341 2.73527 -2.04166 -0.42 -0.33 1.21
C 0.72322 3.27257 -0.71442 -0.27 0.51 1.68
C 0.54258 4.48909 0.12975 -0.82 -1.01 -1.20
C -0.69212 5.44199 -0.03145 0.81 -1.22 -0.08
C -1.62329 5.47825 1.19701 -0.58 0.87 -0.01
C -1.92912 4.08165 1.78340 -0.09 0.47 0.86
C -1.25489 3.92398 3.16573 0.38 -0.34 -0.05
O -1.22522 2.54246 3.56221 0.55 0.69 0.09
C 1.51052 4.75916 1.09872 0.25 0.33 0.06
S 1.47970 6.19822 2.16601 0.27 -0.06 -0.28
C 2.61212 3.90466 1.31724 -0.78 -0.09 -0.53
C 2.73815 2.76698 0.53817 1.13 0.16 0.15
S 4.18472 1.70947 0.84777 -1.41 0.40 0.15
C 1.81446 2.44088 -0.46545 0.58 -0.34 -0.11
N 2.09053 1.19838 -1.19161 -1.39 0.70 -1.44
B 2.82873 1.41330 -2.49325 0.90 0.05 0.53
O 2.19453 1.83827 -3.68532 0.27 0.02 1.09
N 4.28117 1.22416 -2.58795 -0.70 -1.12 -1.47
C 4.72795 1.42999 -3.99225 0.61 0.54 -0.17
C 4.65458 -0.18294 -2.27839 0.11 -0.03 1.58
H -1.77744 -4.67489 -4.83594 -0.06 0.41 -0.08
H -3.43776 -1.48360 -2.50462 0.95 -0.69 -0.35
H -2.71803 -2.76321 -1.32430 1.29 0.11 -0.57
H -0.14703 -3.39303 -0.22146 -0.09 -0.17 -0.13
H 0.75241 -3.54066 -1.55932 -0.14 -0.18 0.12
H 2.53565 -2.43630 -1.28450 0.11 0.33 0.19
H 2.96504 -0.87353 -0.42434 -0.13 -0.21 -0.37
H 1.75192 -1.37205 2.47689 -0.01 0.04 -0.39
H 1.56135 -0.16598 1.21758 -0.08 -0.35 -0.26
H -0.74000 -0.85147 0.86267 -0.01 -0.26 0.22
H -0.54803 -2.42241 1.71252 0.69 1.23 0.27
H -2.46864 -1.45785 2.11394 0.12 -0.19 0.26
H -2.53448 -1.08872 3.85356 0.35 0.03 -0.23
H -2.31916 1.02263 1.61208 -0.27 0.05 0.31
H -2.44786 1.29387 3.39180 -0.47 -0.36 -0.86
H -3.96822 0.28575 0.48006 0.13 0.25 0.36
H -5.43397 -0.37884 1.30715 0.33 0.23 -0.13
H -5.71624 2.46654 1.65157 0.34 -0.26 -0.07
H -5.17890 2.24789 -0.03493 0.17 0.02 0.42
H -6.57769 1.37160 0.57232 0.33 0.21 0.14
H -3.83274 -0.05753 -3.01159 0.76 0.60 -0.47
H -1.31878 5.05274 -0.85976 0.09 0.27 0.23
H -0.31297 6.44483 -0.30421 -0.27 -0.17 0.09
H -2.61293 5.94651 0.79437 1.96 -0.76 0.91
H -1.26506 6.15313 1.99176 0.12 -0.35 -0.24
H -3.01410 4.01162 1.95005 0.27 -0.06 -0.32
H -1.65678 3.25935 1.10334 0.09 0.25 0.20
H -0.21533 4.28442 3.16005 -0.40 0.13 -0.05
H -1.82882 4.47057 3.93475 0.27 0.11 -0.39
H -0.41293 2.33344 4.02891 0.08 0.16 0.05
H 0.63032 7.00850 1.50083 0.18 -0.39 0.05
H 3.35126 4.11539 2.08929 -0.19 0.01 -0.21
H 5.17437 2.37480 0.21991 -0.77 0.39 0.05
H 2.14715 2.78649 -3.54874 -0.46 0.13 -0.54
H 5.81687 1.26978 -4.08399 -0.32 -0.01 0.25
H 4.24708 0.73773 -4.69895 0.04 0.24 0.16
H 4.55792 2.46311 -4.32287 -0.12 -0.35 0.09
H 5.64073 -0.42572 -2.70328 -0.40 0.04 -0.20
H 4.74999 -0.33207 -1.18803 -0.11 0.18 -0.34
H 3.89026 -0.90388 -2.61331 0.53 0.09 -0.24
K 0.91726 4.94910 -2.72383 0.27 1.78 -0.74
Cl -4.59812 -1.21692 -4.41319 -0.83 -0.56 0.89
Ca -4.58999 -2.30775 -0.89414 -0.91 1.21 0.26
Cl 6.54820 0.64992 1.46060 2.32 -1.26 -0.53
N 0.26661 -5.96200 0.53519 0.29 -0.53 -0.22
C 0.60293 -6.25766 1.79134 0.12 0.29 0.01
C 0.85941 -7.54746 2.23896 -0.02 -0.02 -0.14
C 0.75905 -8.59074 1.33545 0.02 -0.13 0.12
C 0.41133 -8.30805 0.02224 -0.23 -0.02 -0.11
C 0.17880 -6.98133 -0.32252 0.06 -0.01 0.00
H 0.66572 -5.41168 2.46375 -0.02 -0.01 0.03
H 1.13043 -7.72590 3.27014 0.01 0.04 0.00
H 0.95107 -9.60970 1.64651 0.01 0.01 -0.02
H 0.32541 -9.09462 -0.71672 0.04 0.02 -0.01
H -0.09101 -6.70830 -1.34399 0.16 -0.04 -0.07
Br -4.17529 5.25835 -0.19536 -1.64 -0.42 -1.28
Na -2.45215 -6.79529 -0.04303 0.55 0.58 0.60
Cl -1.71661 -4.11470 1.68486 -2.00 -0.93 -0.77
Mg 7.49807 1.18057 -0.77106 -0.78 -0.40 1.66
F 6.41161 -0.94040 3.40519 -0.08 0.88 -0.98
```
Positions in Å, forces in eV/Å.

For the HOMO energy, the calculation gives -7.776 eV. As for the molar mass: 1048.6 g/mol. For the LUMO energy, the calculation gives -5.5 eV. Its spin multiplicity is 1. The net charge is +1.

Entry 2:
Density functional theory data (ωB97M-V/def2-TZVPD) for a structure of composition C33H45Br4ClHgN9O5S in a non-equilibrium geometry.

Geometry as XYZ:
```
99
Properties=species:S:1:pos:R:3:forces:R:3
Hg -0.27699 0.12946 -0.31990 0.07 -0.13 -0.06
O 2.64816 -1.24961 1.07253 -0.19 0.30 -0.19
C 2.87602 -0.64033 2.31848 -0.09 -0.08 -0.12
C 1.68936 0.02749 2.98805 -0.13 -0.03 -0.05
C 1.60280 -0.02604 4.39466 -0.06 -0.04 0.11
C 0.78203 0.92074 5.03493 0.11 -0.03 -0.03
C -0.02934 1.71696 4.28220 -0.22 0.02 -0.23
C -0.19116 1.42871 2.85514 0.57 0.20 0.17
N 0.88998 0.73988 2.24177 -0.15 -0.01 -0.14
H 2.41894 -0.57319 0.39745 0.13 -0.12 0.21
H 3.65697 0.12802 2.24286 0.06 0.02 -0.02
H 3.24972 -1.41803 2.98940 0.01 -0.04 -0.04
H 2.24300 -0.69501 4.95737 0.02 0.06 -0.02
H 0.85442 1.05889 6.11031 -0.03 0.00 -0.02
H -0.59560 2.53327 4.71640 0.03 -0.04 0.05
H -0.46664 2.30243 2.26185 -0.17 -0.09 -0.12
Br 2.88987 6.41057 -2.11185 -0.04 -0.03 0.00
C 2.53443 4.55928 -1.86899 -0.02 -0.22 0.03
C 3.47140 3.61223 -2.23823 -0.17 0.01 0.05
Br 5.10805 4.12887 -3.05244 -0.02 -0.04 0.02
C 3.19070 2.24760 -2.00865 -0.07 -0.02 0.07
Br 4.43296 0.89154 -2.49540 0.00 0.03 0.03
C 2.01305 1.79861 -1.41062 0.08 -0.12 0.06
O 1.79249 0.53112 -1.17057 -0.15 0.36 0.12
C 0.99595 2.79292 -1.07458 -0.23 -0.23 0.19
O -0.12987 2.41080 -0.57929 0.37 0.33 -0.23
C 1.31498 4.13896 -1.30062 0.14 0.06 -0.07
Br -0.01611 5.39209 -0.78332 0.02 -0.03 -0.01
N -0.47579 -4.28037 -5.43290 -0.12 0.10 0.13
C -0.16136 -3.41051 -4.39297 0.01 0.00 -0.03
C 0.21012 -3.88899 -3.14082 -0.03 -0.04 -0.01
C 0.41565 -2.98507 -2.11180 0.09 0.01 0.00
N 0.30833 -1.66803 -2.25950 -0.08 -0.14 0.19
C 0.00153 -1.21193 -3.46988 0.02 0.06 0.00
C -0.24655 -2.02914 -4.55635 0.00 -0.03 -0.06
H -0.13170 -5.21922 -5.34879 0.08 -0.04 -0.03
H -0.44671 -3.89979 -6.36148 0.07 0.00 -0.04
H 0.30934 -4.95528 -2.96726 -0.03 0.03 0.05
H 0.68020 -3.32846 -1.11630 -0.09 0.00 -0.07
H -0.05400 -0.13367 -3.57286 -0.04 -0.02 0.03
H -0.51601 -1.60106 -5.51571 0.00 0.01 0.04
C -0.47974 -5.32207 4.88231 -0.08 -0.08 -0.02
C -1.64001 -6.29320 4.63887 0.07 0.09 -0.08
C -2.44551 -6.01358 3.36765 -0.01 0.04 0.09
C -3.15863 -4.65198 3.34825 0.23 -0.13 -0.11
N -2.29996 -3.56042 2.90198 -0.13 -0.10 0.13
C -1.91008 -3.25737 1.61456 -0.44 0.18 -0.21
S -0.30516 -2.78587 1.39102 0.20 0.03 0.12
N -2.78066 -3.24391 0.60438 0.16 -0.13 1.17
C -4.21075 -3.50686 0.63899 0.06 0.02 0.19
C -4.59594 -4.96335 0.34242 0.06 0.08 -0.25
C -4.54067 -5.34918 -1.14102 0.18 0.04 0.03
C -3.13274 -5.39690 -1.73776 0.03 0.00 0.08
H 0.19644 -5.71065 5.64686 -0.02 0.03 0.00
H -0.83646 -4.35096 5.23673 0.04 -0.03 -0.04
H 0.09856 -5.15520 3.96911 -0.03 0.02 0.05
H -2.31840 -6.27033 5.49996 0.02 -0.05 -0.01
H -1.24822 -7.31306 4.57600 0.01 0.02 0.02
H -3.19535 -6.80370 3.25023 0.02 0.01 -0.02
H -1.78055 -6.06193 2.49823 -0.07 -0.03 -0.01
H -3.50847 -4.40284 4.35463 -0.02 0.02 0.02
H -4.03321 -4.72103 2.71530 -0.03 0.08 0.08
H -1.49364 -3.43528 3.49192 0.07 0.02 0.08
H -2.49393 -2.68478 -0.21009 0.13 -0.59 -0.31
H -4.64620 -2.86475 -0.12693 0.00 -0.05 0.05
H -4.62322 -3.19115 1.59958 -0.01 0.06 0.05
H -5.62034 -5.11906 0.70167 0.02 -0.01 0.04
H -3.94340 -5.63623 0.90958 -0.04 -0.03 -0.04
H -5.14184 -4.63529 -1.71371 0.00 -0.04 0.01
H -5.00895 -6.33387 -1.24896 -0.06 0.01 -0.02
H -2.69296 -4.40172 -1.79348 -0.06 -0.22 -0.02
H -3.16339 -5.80274 -2.75259 0.00 -0.02 0.02
H -2.47125 -6.02710 -1.13450 -0.03 -0.07 0.00
Cl -5.17560 -1.79866 -3.74749 -0.05 -0.03 0.03
C -4.43708 -0.69412 -2.53667 0.28 -0.05 0.05
C -3.09279 -1.20552 -1.96996 0.06 0.34 -0.20
O -3.01360 -2.42733 -1.69466 0.04 1.07 -0.89
O -2.25331 -0.29683 -1.80588 -0.38 -0.36 -0.08
H -5.14805 -0.59631 -1.72063 -0.03 0.02 0.05
H -4.28338 0.26800 -3.00637 -0.04 0.05 -0.09
C -3.86377 -1.15091 4.89793 0.00 0.05 0.06
C -4.30839 0.30604 4.98078 0.04 -0.06 -0.26
C -5.64030 0.50281 4.25685 0.09 0.04 0.06
C -3.20487 1.23361 4.43178 -0.19 -0.01 -0.04
N -2.79465 0.97332 3.08011 -0.03 -0.18 0.12
C -1.59340 0.40607 2.60509 -0.70 -0.08 -0.44
N -1.89215 0.28883 1.21423 0.06 0.04 0.64
N -3.01901 0.97442 0.96563 0.08 0.06 -0.08
N -3.57938 1.39414 2.01921 0.37 -0.20 0.01
H -4.62358 -1.81447 5.32227 0.04 0.00 0.00
H -2.92178 -1.30855 5.43506 -0.07 -0.03 -0.05
H -3.70698 -1.43660 3.85558 0.04 -0.03 0.03
H -4.43809 0.58159 6.03506 0.02 0.02 0.00
H -5.53200 0.25542 3.20028 -0.03 0.00 0.00
H -5.96997 1.54425 4.31482 -0.01 -0.06 -0.01
H -6.41537 -0.13596 4.69259 0.03 0.04 -0.02
H -2.32287 1.12066 5.05769 0.07 0.06 0.06
H -3.54980 2.27158 4.50013 0.05 0.03 0.03
H -1.28762 -0.52390 3.10027 0.21 0.07 -0.03
```
Positions in Å, forces in eV/Å.

For the HOMO energy (spin up / spin down), the calculation gives -1.487 / -1.643 eV. As for the molar mass: 1235.5 g/mol. For the LUMO energy (spin up / spin down), the calculation gives 3.9 / 3.9 eV. Its spin multiplicity is 2. Its expectation value of S² is 0.774. The net charge is -2. The energy above the lowest of the compared OMol25 structures with the same formula, charge and spin is 114.3 kJ/mol.